Record 1
A cluster of 9 separate species, C30H72O21S6 in total, computed with the ωB97M-V functional and the def2-TZVPD basis.

Each line ends with the Löwdin charge.
Geometry (Å):
C  -0.695  -0.403  2.169  -0.04
C  0.300  0.318  1.293  -0.25
O  0.125  -0.168  -0.064  -0.26
S  0.606  0.788  -1.231  0.54
C  -0.927  1.574  -1.611  -0.10
O  1.544  1.719  -0.702  -0.26
O  0.949  -0.013  -2.357  -0.26
H  -1.736  -0.211  1.918  0.08
H  -0.499  -0.203  3.218  0.05
H  -0.520  -1.472  2.009  0.08
H  0.249  1.401  1.334  0.09
H  1.316  0.052  1.601  0.13
H  -1.580  0.882  -2.135  0.07
H  -0.682  2.408  -2.267  0.06
H  -1.363  1.884  -0.664  0.05
C  0.539  -0.707  8.050  -0.06
C  -0.283  0.033  7.023  -0.26
O  -0.693  -0.879  5.980  -0.24
S  -2.179  -0.805  5.483  0.53
C  -3.100  -1.343  6.894  -0.10
O  -2.500  0.554  5.187  -0.27
O  -2.283  -1.796  4.468  -0.27
H  0.877  0.025  8.789  0.09
H  1.413  -1.191  7.622  0.09
H  -0.053  -1.425  8.619  0.08
H  -1.122  0.551  7.487  0.11
H  0.325  0.812  6.560  0.11
H  -2.998  -0.610  7.689  0.07
H  -2.726  -2.326  7.165  0.08
H  -4.140  -1.380  6.579  0.08
C  -1.190  -2.672  -2.149  -0.06
C  -2.111  -3.631  -2.853  -0.23
O  -1.908  -5.014  -2.462  -0.24
S  -0.713  -5.803  -3.135  0.54
C  -1.399  -6.223  -4.687  -0.12
O  0.398  -4.928  -3.343  -0.28
O  -0.557  -6.982  -2.367  -0.25
H  -0.170  -2.850  -2.496  0.06
H  -1.106  -2.839  -1.075  0.07
H  -1.395  -1.627  -2.370  0.07
H  -3.155  -3.396  -2.662  0.11
H  -1.943  -3.555  -3.932  0.11
H  -2.376  -6.672  -4.534  0.08
H  -0.697  -6.895  -5.177  0.08
H  -1.500  -5.331  -5.302  0.07
C  -3.939  0.678  0.135  -0.05
C  -4.432  -0.563  0.867  -0.25
O  -3.928  -1.707  0.145  -0.26
S  -4.388  -3.146  0.664  0.57
C  -3.087  -3.524  1.797  -0.11
O  -5.610  -2.992  1.379  -0.27
O  -4.305  -4.008  -0.459  -0.26
H  -3.792  1.491  0.847  0.06
H  -4.640  1.021  -0.621  0.09
H  -2.964  0.446  -0.283  0.05
H  -4.129  -0.574  1.917  0.11
H  -5.520  -0.593  0.859  0.11
H  -3.378  -3.135  2.766  0.05
H  -2.139  -3.122  1.453  0.05
H  -3.009  -4.611  1.808  0.08
C  4.781  0.540  -1.508  -0.07
C  5.307  -0.766  -2.017  -0.26
O  4.763  -0.998  -3.327  -0.25
S  4.444  -2.500  -3.730  0.55
C  2.940  -2.791  -2.871  -0.11
O  4.220  -2.453  -5.128  -0.26
O  5.452  -3.335  -3.171  -0.27
H  5.065  1.385  -2.146  0.08
H  5.151  0.865  -0.535  0.09
H  3.690  0.603  -1.501  0.05
H  6.396  -0.762  -2.092  0.12
H  5.090  -1.595  -1.339  0.11
H  2.517  -3.717  -3.256  0.06
H  2.283  -1.935  -2.989  0.05
H  3.197  -2.906  -1.816  0.05
C  1.164  2.449  4.016  -0.05
C  -0.174  3.137  4.123  -0.24
O  -0.842  2.953  2.845  -0.27
S  -1.791  4.081  2.303  0.54
C  -3.132  4.014  3.457  -0.10
O  -1.136  5.341  2.399  -0.26
O  -2.232  3.593  1.038  -0.28
H  1.765  2.876  3.217  0.10
H  1.018  1.385  3.828  0.06
H  1.687  2.517  4.972  0.08
H  -0.816  2.665  4.868  0.10
H  -0.070  4.199  4.344  0.12
H  -3.798  4.831  3.185  0.08
H  -2.722  4.218  4.442  0.07
H  -3.615  3.053  3.311  0.07
C  1.824  -5.493  0.314  -0.15
C  0.871  -4.332  0.607  -0.14
C  1.800  -3.114  0.691  -0.20
O  3.123  -3.562  0.430  -0.16
C  3.159  -4.943  0.791  -0.19
H  1.904  -5.660  -0.761  0.11
H  1.574  -6.442  0.785  0.12
H  0.311  -4.486  1.526  0.11
H  0.210  -4.259  -0.256  0.08
H  1.784  -2.734  1.730  0.11
H  1.537  -2.249  0.082  0.10
H  3.276  -5.019  1.884  0.12
H  4.053  -5.375  0.344  0.12
C  2.490  1.999  -4.352  -0.15
C  2.973  2.639  -5.651  -0.15
C  2.933  4.120  -5.327  -0.22
O  3.301  4.190  -3.959  -0.14
C  2.676  3.095  -3.289  -0.20
H  2.957  1.048  -4.093  0.10
H  1.435  1.715  -4.407  0.10
H  2.331  2.352  -6.486  0.11
H  3.986  2.344  -5.924  0.11
H  1.971  4.626  -5.497  0.11
H  3.657  4.708  -5.896  0.12
H  1.724  3.451  -2.873  0.09
H  3.280  2.842  -2.421  0.10
C  0.049  5.841  -2.876  -0.17
C  -1.397  5.379  -2.678  -0.15
C  -1.934  6.593  -1.920  -0.21
O  -1.312  7.728  -2.494  -0.13
C  -0.055  7.353  -3.066  -0.19
H  0.634  5.320  -3.630  0.09
H  0.525  5.646  -1.910  0.12
H  -1.367  4.468  -2.085  0.08
H  -1.959  5.240  -3.602  0.12
H  -1.696  6.525  -0.849  0.12
H  -3.020  6.684  -1.986  0.12
H  0.773  7.839  -2.545  0.12
H  -0.062  7.659  -4.113  0.12

Cartesian forces, eV/Å:
0.3 -0.5 -0.5
0.3 -0.1 0.4
0.2 -0.1 -0.1
-1.0 -0.1 -0.4
0.4 0.2 0.0
0.3 0.4 0.2
0.3 -0.5 0.0
0.0 0.3 0.1
-0.1 0.2 0.0
-0.1 0.0 0.2
-0.3 0.0 -0.1
0.0 0.0 -0.1
0.1 -0.2 0.1
-0.1 0.1 0.1
-0.1 0.4 -0.1
-0.2 0.2 0.5
0.7 0.4 0.1
0.1 -0.1 0.3
-0.3 -0.2 0.0
0.0 0.2 -0.2
-0.2 0.5 0.0
-0.1 -0.2 -0.1
0.1 0.0 -0.1
-0.1 -0.1 -0.1
0.0 -0.2 -0.2
-0.2 -0.2 -0.1
-0.1 -0.1 -0.2
0.0 -0.1 0.1
-0.1 0.0 0.1
0.0 -0.1 0.0
1.2 -0.3 0.1
-0.1 0.4 -0.4
0.1 0.2 0.2
-0.4 0.4 0.0
-0.1 0.1 -0.5
0.2 0.1 -0.1
0.1 -0.6 0.4
0.0 0.1 -0.1
-0.6 0.2 0.1
-0.4 0.0 0.1
0.0 -0.4 0.2
-0.1 0.0 0.0
0.1 -0.2 0.0
-0.1 -0.1 0.1
0.0 0.1 0.1
0.2 -0.2 0.7
-0.6 0.6 -0.2
-0.2 -0.1 0.1
0.6 0.6 0.0
-0.2 -0.4 0.0
-0.4 -0.1 0.3
0.1 -0.3 -0.4
0.0 0.1 0.0
0.1 -0.1 -0.2
0.0 0.1 -0.2
0.3 -0.2 -0.1
0.0 -0.1 0.0
0.2 0.0 0.1
-0.1 0.2 -0.1
-0.1 0.0 0.2
-0.4 1.4 -0.3
0.6 -0.2 0.6
-0.1 0.1 0.0
-0.3 0.4 0.4
0.2 0.0 0.3
-0.1 -0.1 -0.7
0.5 -0.5 0.1
0.2 -0.3 -0.3
0.0 -0.6 0.2
0.0 -0.4 0.2
0.0 0.1 -0.2
-0.3 0.0 -0.1
-0.1 0.0 0.0
-0.1 0.0 -0.2
-0.1 -0.1 0.0
-0.1 -0.3 0.3
-0.1 -0.1 -0.1
0.2 -0.2 0.2
-0.2 -0.1 0.0
0.2 0.5 -0.6
0.1 0.4 0.1
-0.1 -0.1 -0.3
0.1 0.0 0.1
0.0 0.0 -0.1
0.1 0.2 -0.1
0.1 0.0 0.1
0.0 0.0 -0.1
-0.1 -0.1 0.0
-0.1 -0.3 0.2
0.0 -0.1 0.4
0.8 -0.1 0.0
0.0 -0.2 -0.9
0.1 0.2 1.3
-0.1 0.0 -0.4
0.2 0.3 0.3
-0.2 0.0 0.0
-0.2 0.1 0.1
-0.1 0.1 0.0
-0.4 0.1 0.3
0.0 0.0 -0.1
0.1 -0.3 -0.5
-0.1 -0.1 0.0
-0.1 -0.1 -0.2
-0.5 -0.6 0.5
-0.4 -0.2 -0.3
0.4 0.5 -0.1
0.1 0.1 0.1
-0.1 0.4 0.0
0.4 0.2 -0.1
0.0 0.3 -0.2
0.0 0.1 0.0
0.1 0.0 0.2
-0.2 -0.4 0.1
0.1 -0.1 0.1
-0.1 -0.2 -0.2
0.2 -0.2 -0.2
0.0 -0.1 0.3
0.4 0.4 0.1
-0.2 -0.5 0.4
0.0 0.2 -0.1
-0.1 -0.4 0.1
-0.1 0.1 -0.2
0.3 0.1 -0.1
-0.5 0.0 0.0
0.1 -0.1 -0.1
0.1 0.0 -0.1
0.0 0.2 -0.2
-0.1 0.2 -0.1
0.1 0.0 0.0

E_HOMO: -9.2 eV
Energy above the lowest of the compared OMol25 structures with the same formula, charge and spin: 0.0 kcal/mol
HOMO-LUMO gap: 0.3276 Eh
Lowest unoccupied orbital energy: -0.32 eV

***

Record 2
A cluster of 7 separate species, C7H28N14O7 in total, computed with the ωB97M-V functional and the def2-TZVPD basis.

Each line ends with the Löwdin charge.
Geometry (Å):
N  7.759  11.087  14.172  0.17
C  6.977  11.581  15.169  -0.64
N  5.972  10.732  15.679  0.15
O  7.153  12.684  15.666  -0.01
H  8.146  11.750  13.508  0.07
H  7.316  10.301  13.690  0.05
H  5.915  9.789  15.384  0.07
H  5.710  10.976  16.613  0.09
N  11.545  14.931  14.892  0.14
C  10.317  14.469  14.342  -0.61
N  9.208  14.917  15.020  0.15
O  10.326  13.723  13.388  0.02
H  11.616  15.843  15.222  0.06
H  12.321  14.692  14.291  0.09
H  9.409  15.065  16.038  0.13
H  8.363  14.371  14.897  0.07
N  5.896  6.650  12.781  0.17
C  7.012  7.382  12.691  -0.70
N  8.071  6.634  12.224  0.15
O  6.997  8.573  12.955  0.01
H  5.101  7.215  12.897  0.09
H  5.669  5.939  12.130  0.10
H  8.891  7.245  12.223  0.10
H  7.763  6.086  11.388  0.08
N  7.250  7.168  7.630  0.17
C  7.123  6.994  8.982  -0.63
N  7.036  8.145  9.694  0.18
O  7.414  5.869  9.426  -0.02
H  6.933  8.012  7.273  0.04
H  7.130  6.283  7.141  0.12
H  6.919  8.960  9.059  0.07
H  6.431  8.192  10.476  0.08
N  10.638  14.607  9.724  0.17
C  9.573  14.951  8.928  -0.63
N  8.858  15.962  9.524  0.17
O  9.300  14.472  7.816  -0.01
H  10.584  14.845  10.694  0.08
H  11.298  13.949  9.465  0.07
H  9.023  16.092  10.466  0.07
H  7.992  16.079  9.112  0.08
N  8.105  10.816  6.302  0.15
C  7.396  10.877  7.475  -0.67
N  7.943  11.531  8.530  0.18
O  6.438  10.124  7.642  -0.03
H  8.953  11.402  6.238  0.11
H  7.545  10.846  5.455  0.11
H  8.745  12.157  8.402  0.09
H  7.407  11.318  9.405  0.12
N  10.809  11.371  11.986  0.18
C  9.749  10.848  11.415  -0.69
N  9.906  9.606  10.870  0.16
O  8.652  11.423  11.407  -0.02
H  11.653  10.786  12.050  0.13
H  10.598  12.103  12.598  0.03
H  9.153  9.351  10.261  0.06
H  10.791  9.275  10.484  0.11

Cartesian forces, eV/Å:
-1.1 -0.7 -0.5
-0.2 -0.4 0.6
1.1 1.6 -0.6
-0.1 0.5 0.1
0.0 0.1 0.2
0.6 0.1 0.0
0.1 -0.8 -0.1
-0.2 -0.1 0.2
-0.7 -2.0 -1.3
0.9 0.9 1.5
0.8 0.0 1.3
-0.3 -0.1 -0.5
-0.2 1.7 0.8
-0.1 -0.1 0.0
-0.4 -0.1 -1.5
0.0 -0.3 -0.1
-1.8 -0.5 0.4
1.0 -0.5 -1.0
-0.2 0.9 0.4
0.5 0.2 0.6
-1.1 0.9 0.4
0.5 -1.1 -0.5
-0.2 -0.6 -0.9
1.2 0.5 0.4
0.0 -2.0 0.9
2.5 -1.6 -0.8
-0.1 1.5 -1.1
-1.4 0.6 0.8
-0.9 1.6 -1.3
0.2 0.7 -0.1
-0.3 -0.5 0.7
-0.2 -0.1 0.9
-1.2 1.1 0.0
0.2 -0.3 -0.5
1.4 -1.1 -2.0
0.6 0.4 1.5
0.2 -0.1 0.2
1.0 -1.4 -0.7
-0.2 0.6 2.0
-2.0 0.6 -0.4
1.0 1.3 -0.8
1.2 -1.0 0.8
-0.9 -0.4 -0.1
-1.0 0.1 -0.1
-0.9 -0.4 0.0
0.1 -0.3 0.3
-0.9 -0.2 0.6
1.5 1.0 -0.8
2.6 -1.3 -0.4
-2.0 -0.3 -0.7
0.4 -1.0 -0.9
0.3 -0.3 -0.1
-0.8 0.9 0.4
0.3 1.5 1.1
-0.5 -0.2 -0.1
-0.2 0.5 0.5

E_HOMO: -9.5 eV
Energy above the lowest of the compared OMol25 structures with the same formula, charge and spin: 14.1 kcal/mol
HOMO-LUMO gap: 0.3633 Eh
Lowest unoccupied orbital energy: 0.42 eV

***

Record 3
A cluster of 2 separate species, C5H9NO in total, computed with the ωB97M-V functional and the def2-TZVPD basis.

Each line ends with the Löwdin charge.
Geometry (Å):
O  -0.083  0.745  -0.573  -0.05
C  -0.967  0.261  0.397  -0.40
C  -1.923  -0.775  -0.086  -0.11
C  -2.418  0.609  0.264  -0.10
H  0.281  1.583  -0.254  0.08
H  -0.546  0.158  1.399  0.14
H  -1.850  -1.027  -1.140  0.11
H  -2.175  -1.604  0.571  0.10
H  -2.677  1.261  -0.565  0.10
H  -3.019  0.735  1.160  0.10
C  2.544  -0.781  -0.388  -0.07
C  2.623  0.563  0.179  -0.29
N  2.668  1.632  0.620  0.13
H  2.090  -1.462  0.336  0.09
H  1.912  -0.756  -1.277  0.08
H  3.541  -1.143  -0.643  0.08

Cartesian forces, eV/Å:
0.0 0.2 0.1
-0.1 -0.1 0.2
0.0 -0.2 0.0
-0.2 0.1 0.0
0.0 -0.1 -0.1
-0.1 0.0 -0.2
0.0 0.1 0.2
0.1 0.2 -0.1
0.0 -0.1 0.1
0.1 0.0 -0.1
0.0 -0.1 0.0
0.1 0.9 0.4
0.0 -1.0 -0.4
0.1 0.1 -0.1
0.1 0.0 0.1
-0.1 0.1 0.0

E_HOMO: -9.8 eV
Energy above the lowest of the compared OMol25 structures with the same formula, charge and spin: 49.0 kcal/mol
HOMO-LUMO gap: 0.3933 Eh
Lowest unoccupied orbital energy: 0.87 eV

***

Record 4
A structure of composition C8H10N2RhS, computed with the ωB97M-V functional and the def2-TZVPD basis.

Each line ends with the Löwdin charge.
Geometry (Å):
C  -0.872  -1.607  -1.091  -0.26
C  -0.894  -1.694  0.357  -0.23
C  0.485  -1.625  0.819  -0.18
C  1.356  -1.582  -0.352  -0.16
C  0.497  -1.561  -1.521  -0.23
Rh  -0.158  0.248  -0.379  0.96
N  -0.154  1.273  -2.176  -0.19
C  -1.379  1.519  0.073  -0.49
C  -1.398  0.885  1.287  -0.24
H  0.813  -1.716  1.846  0.09
H  -1.747  -1.867  0.978  0.08
H  2.416  -1.573  -0.337  0.08
H  0.851  -1.483  -2.548  0.09
H  -1.752  -1.681  -1.745  0.10
H  -2.293  0.367  1.576  0.04
H  -0.626  2.419  0.112  0.09
H  0.570  1.896  -1.561  -0.05
H  -1.007  1.390  2.140  0.04
H  -2.276  1.269  -0.543  0.08
S  3.851  2.166  1.470  0.42
C  2.405  1.647  0.969  -0.96
N  1.310  1.310  0.627  -0.07

Cartesian forces, eV/Å:
-0.2 -2.1 0.2
1.8 -1.6 -0.6
-0.2 -1.9 -1.5
-2.7 -0.7 0.4
0.8 -1.1 0.4
3.9 -1.1 -1.7
1.6 1.7 0.9
-3.2 5.4 0.5
-1.7 0.5 2.2
-0.1 0.3 -0.1
-0.3 0.2 0.1
0.7 0.2 0.0
-0.2 0.0 0.4
0.5 0.2 0.4
-0.3 -0.7 -0.2
-2.6 -0.7 -0.8
-1.4 -1.2 -2.1
1.0 0.1 0.5
0.7 1.6 0.0
0.5 0.1 0.1
-2.7 -0.6 -0.7
3.9 1.4 1.7

E_HOMO (alpha / beta): -2.3 / -4.2 eV
2S+1: 5
Energy above the lowest of the compared OMol25 structures with the same formula, charge and spin: 74.2 kcal/mol
Total charge: -1
HOMO-LUMO gap (alpha / beta): 0.2103 / 0.2535 Eh
Lowest unoccupied orbital energy (alpha / beta): 3.40 / 2.68 eV

***

Table of largest force on an atom (eV/Å), in record order: 1.47 3.08 1.11 6.24